Below is 2 unconnected molecules or ions with the total composition C3H11NO2S, with properties calculated with wB97M-V/def2-TZVPD.

Each line ends with the Löwdin charge.
Cartesian coordinates (Å):
O (2.603, -0.529, 1.008)  -0.04
C (2.408, 0.198, -0.187)  -0.32
N (1.192, 0.998, -0.370)  -0.06
C (-0.021, 0.186, -0.421)  -0.30
C (-1.292, 1.099, -0.459)  -0.54
S (-2.800, 0.115, -0.403)  0.74
H (2.379, 0.030, 1.761)  0.09
H (2.463, -0.531, -1.012)  0.12
H (3.284, 0.838, -0.317)  0.11
H (1.326, 1.367, -1.314)  0.11
H (-0.108, -0.497, 0.392)  0.08
H (-0.075, -0.392, -1.364)  0.12
H (-1.278, 1.777, -1.325)  0.07
H (-1.295, 1.735, 0.430)  0.07
H (-3.052, -0.156, -1.671)  -0.15
O (-1.532, -2.167, 1.635)  -0.10
H (-2.280, -1.820, 1.105)  -0.04
H (-1.924, -2.252, 2.513)  0.03

Computed properties:
Electronic energy   -724.29378 hartree
Gap between HOMO and LUMO   10.033 eV
SMILES   OCNCCS.O
Spin multiplicity   1
Molar mass   125.19 g mol⁻¹